This record from the OMol25 dataset describes C7H24FeN12O9 as an isolated structure at a distorted geometry. The level of theory is ωB97M-V/def2-TZVPD.

Geometry as ORCA input:
```
! RIJCOSX wB97M-V def2-TZVPD def2/J DEFGRID3
* xyz 0 5
Fe 2.92 2.69 -0.51
C 1.18 0.88 0.08
O 0.32 0.02 -0.14
O 0.97 2.16 0.01
O 2.47 0.69 -0.01
C 4.71 -2.06 1.26
O 5.45 -2.93 1.69
N 3.88 -2.18 0.21
N 4.45 -0.90 1.95
H 3.33 -1.39 -0.08
H 3.85 -3.06 -0.27
H 3.61 -0.47 1.60
H 4.69 -0.98 2.92
C -0.76 -2.67 2.53
O -1.21 -3.51 3.27
N -0.43 -2.85 1.21
N -0.51 -1.37 2.92
H -0.64 -3.73 0.77
H 0.00 -2.09 0.73
H -0.31 -1.17 3.88
H -0.04 -0.84 2.20
C -1.09 3.12 3.10
O -1.65 3.55 4.09
N -0.47 3.88 2.16
N -0.87 1.77 2.93
H -0.52 4.88 2.19
H 0.10 3.44 1.46
H -0.47 1.41 2.08
H -1.41 1.17 3.52
C -0.17 -1.94 -3.28
O -0.42 -0.91 -3.88
N -0.68 -3.16 -3.59
N 0.66 -1.95 -2.17
H -1.37 -3.08 -4.32
H -0.32 -4.05 -3.31
H 1.01 -2.85 -1.87
H 0.75 -1.11 -1.62
C -3.50 -0.13 -0.56
O -4.68 0.13 -0.45
N -3.08 -1.20 -1.31
N -2.48 0.56 0.02
H -2.12 -1.49 -1.23
H -3.80 -1.74 -1.74
H -1.53 0.36 -0.25
H -2.75 1.39 0.51
C -1.13 3.26 -2.76
O -1.58 3.95 -3.65
N -0.61 3.83 -1.59
N -0.98 1.91 -2.76
H -0.32 3.16 -0.90
H -0.61 4.83 -1.57
H -1.21 1.30 -3.53
H -0.60 1.46 -1.95
*
```

calculated total energy = -78347.787 eV
E_HOMO (alpha / beta) = -9.392 / -9.391 eV
relative energy (zero: lowest compared OMol25 entry of this formula, charge and spin) = 0.0 kcal per mole